(1)
The following is a DFT calculation (ωB97M-V with the def2-TZVPD basis set) of a 6-piece molecular cluster, C26H53INO16 overall.

Last column: Löwdin charge in e.
CARTESIAN COORDINATES (ANGSTROEM)
I -4.2945 -1.8257 -0.6997  0.65
O 6.4329 -7.2814 2.6809  0.12
O -1.8504 4.2655 -1.8281  0.00
O 2.3602 -0.8611 -5.8685  0.00
O -7.6194 3.7212 -0.2673  0.04
O -0.9837 5.2728 -3.6617  0.11
O 2.8204 -1.6364 5.5493  0.05
O 2.1885 -3.5762 6.5318  0.11
O 1.3214 -0.0649 1.4656  -0.16
O 2.7088 0.3296 -3.9800  0.13
O 5.5050 -5.2800 3.1914  0.04
O -3.1414 4.5991 -3.5116  0.01
O -7.9097 2.0266 -1.7346  0.13
O 6.4714 -5.5097 1.2783  0.01
O -9.6262 3.0052 -0.6342  0.00
O 0.9767 0.7246 -5.3834  0.04
O 2.7989 -1.7420 7.7032  -0.01
N -0.7017 -1.2875 1.1965  -0.11
C 1.3760 3.0458 -4.7101  -0.06
C 7.2367 -6.2932 0.3643  -0.05
C 2.4090 -0.4832 0.6909  -0.32
C 0.0445 -0.1583 0.7954  -0.39
C -1.8978 4.7687 -3.0594  -0.60
C -6.1977 3.6677 -0.5009  -0.19
C 5.1100 -5.7787 4.4794  -0.20
C 2.0778 0.0958 -4.9768  -0.61
C 0.5350 1.7991 -4.5373  -0.20
C -2.0767 -0.9696 1.3205  -0.44
C 2.5614 -2.1881 4.2339  -0.19
C -0.5561 4.2705 -1.2135  -0.02
C 6.1646 -6.1360 2.4182  -0.61
C 6.2774 -5.8301 5.4425  -0.06
C -2.7495 -0.4285 0.0062  -0.70
C 2.4953 -2.4609 8.8950  -0.06
C -10.5168 2.1568 -1.3572  -0.05
C 3.5563 -1.5863 -5.5823  -0.05
C -8.3351 2.8367 -0.9549  -0.61
C -3.3922 5.0462 -4.8502  -0.20
C -5.7952 4.2709 -1.8261  -0.06
C -3.4239 0.9387 0.2038  -0.21
C 2.5547 -2.4279 6.5724  -0.62
C 1.0943 -2.1739 3.8771  -0.07
C -2.8290 4.0897 -5.8801  -0.06
C 3.3506 0.6745 0.3569  -0.08
H 7.0313 -6.5428 5.1102  0.07
H 3.6037 -2.3999 -6.3008  0.09
H 4.4268 -0.9431 -5.7059  0.10
H 0.5164 1.4664 -3.4991  0.12
H 3.0439 1.1916 -0.5472  0.06
H 2.8469 -1.8508 9.7233  0.09
H -5.8454 2.6400 -0.4275  0.11
H 3.1086 -1.5523 3.5412  0.11
H -3.0036 6.0560 -4.9828  0.12
H 0.9376 -2.5059 2.8523  0.07
H 4.6324 -6.7519 4.3730  0.13
H 3.0002 -1.2114 1.2542  0.09
H -2.0438 -0.3957 -0.8063  0.04
H -3.0916 1.4259 1.1116  0.06
H 6.7539 -4.8512 5.5124  0.08
H 0.1040 3.5687 -1.7203  0.09
H -2.3009 -0.2427 2.1302  0.09
H -1.7416 4.0491 -5.8247  0.06
H -4.4956 0.8017 0.3009  0.01
H 2.4023 2.8722 -4.3881  0.08
H -6.1628 5.2966 -1.9140  0.09
H 7.3082 -5.7152 -0.5526  0.09
H -3.2854 1.6066 -0.6440  0.06
H 3.0027 -3.4235 8.9136  0.09
H 1.4044 3.3467 -5.7592  0.08
H 0.9620 3.8629 -4.1215  0.06
H 3.5349 -1.9939 -4.5743  0.10
H 4.3602 -5.0797 4.8450  0.11
H 8.2363 -6.4678 0.7608  0.10
H -3.2096 3.0817 -5.7098  0.09
H -4.4766 5.0916 -4.9361  0.12
H 0.6916 -1.1677 3.9647  0.08
H 3.3554 1.3737 1.1872  0.07
H -5.7468 4.2350 0.3108  0.13
H -0.4765 0.8011 1.0014  0.10
H 2.1030 -0.9838 -0.2260  0.11
H -10.5392 2.4402 -2.4089  0.10
H 5.9348 -6.1276 6.4334  0.08
H 4.3619 0.2926 0.2269  0.06
H -2.6020 -1.8831 1.5904  0.04
H 6.7474 -7.2423 0.1568  0.09
H 0.2258 -0.1795 -0.2983  0.09
H -0.4927 1.9953 -4.8388  0.11
H -10.2282 1.1126 -1.2603  0.10
H -0.7005 3.9449 -0.1881  0.10
H -4.7154 4.2710 -1.9078  0.06
H -0.1237 5.2687 -1.2237  0.10
H 1.4196 -2.6071 8.9860  0.10
H -11.5027 2.3018 -0.9236  0.09
H 2.9891 -3.1899 4.1718  0.11
H -6.2024 3.7022 -2.6620  0.08
H 0.5200 -2.8214 4.5426  0.07
H -3.1095 4.4074 -6.8844  0.08

Cartesian forces (eV/Å) of the 2 atoms listed first:
I 0.2 0.0 -0.2
O 0.0 0.0 0.0

Results
Electronic energy: -70172.45703 eV
Net charge: -1

=====

(2)
The following is a DFT calculation (ωB97M-V with the def2-TZVPD basis set) of a 5-piece molecular cluster, C26H53N2O7P2 overall.

Last column: Löwdin charge in e.
CARTESIAN COORDINATES (ANGSTROEM)
P 3.3079 6.9830 -1.5895  0.45
P 3.7652 4.8118 -1.2068  0.20
O -1.1999 4.3127 0.9015  -0.02
O -0.5675 -2.0084 -0.1019  -0.15
O 3.1060 -4.2730 -1.4019  -0.15
O 1.7569 7.2960 -0.9821  -0.29
O -2.3340 -5.4005 1.6495  -0.17
O -4.1685 0.5451 1.7428  -0.15
O 3.2364 7.2727 -3.2675  -0.29
N 0.8899 1.2726 -1.2309  -0.08
N 4.3343 7.9689 -0.8727  -0.28
C -2.4579 5.0694 -2.6050  -0.11
C -1.9948 -2.0512 -0.2446  -0.20
C 3.4115 -5.1655 -0.3241  -0.21
C -1.6773 4.1417 -3.4090  -0.09
C -3.3842 -7.2231 2.7397  -0.18
C 4.0234 2.9723 -0.7653  -0.43
C -1.1540 -4.1018 -1.0469  -0.17
C -1.3883 4.2736 -0.4952  -0.25
C -2.3576 5.1563 -1.1487  -0.02
C -3.9899 2.7918 2.4786  -0.18
C -2.8552 -6.2679 3.7923  -0.18
C -5.2667 0.8134 2.6202  -0.22
C -3.4005 -6.3457 1.5006  -0.20
C -0.5777 3.3388 -1.2803  -0.11
C 4.8802 -4.9684 0.0065  -0.18
C 5.0871 -3.5084 -0.3481  -0.17
C 4.1940 -3.3520 -1.5648  -0.19
C 3.3040 1.9494 -1.7365  -0.25
C -0.0021 -3.1620 -0.7403  -0.20
C -2.3004 -3.1333 -1.2644  -0.17
C -0.7119 3.2565 -2.7381  -0.02
C -1.8513 -5.4512 2.9984  -0.19
C 0.4457 2.4612 -0.4759  -0.17
C -4.8831 2.0320 3.4420  -0.18
C -3.2681 1.6641 1.7662  -0.20
C 2.3230 0.9606 -0.9588  -0.24
H 5.1282 2.7678 -0.7992  0.06
H -3.6641 -5.6229 4.1480  0.12
H 4.8362 4.8159 -2.2073  -0.05
H -2.6820 -8.0509 2.6029  0.11
H -0.9309 5.2159 1.1547  0.11
H 6.1267 -3.2466 -0.5465  0.11
H -2.9834 1.9272 0.7460  0.11
H -2.4231 -2.2953 0.7332  0.11
H -2.9909 5.8770 -0.5782  0.10
H -3.1605 5.7445 -3.1487  0.09
H 2.7744 -4.8965 0.5262  0.11
H 0.3803 0.4544 -0.8584  0.09
H 2.7877 2.4186 -2.6122  0.08
H 3.8027 -2.3386 -1.6703  0.11
H 4.7251 -3.6185 -2.4851  0.12
H -0.9576 -4.7508 -1.9021  0.11
H -3.2595 -6.9156 0.5801  0.12
H 5.4974 -5.5993 -0.6406  0.11
H -4.3383 -5.7848 1.4236  0.12
H 3.6931 2.8222 0.3059  0.06
H -1.7476 4.0483 -4.5164  0.09
H -1.3628 -4.7328 -0.1786  0.09
H 0.7446 -3.6136 -0.0850  0.10
H -2.3687 1.3600 2.3117  0.12
H 2.7376 4.5084 -2.1990  -0.06
H 3.5222 6.4802 -3.7546  0.02
H 2.4863 -0.0851 -1.3598  0.09
H 1.3935 6.4761 -0.5928  0.01
H 1.3359 3.1352 -0.2934  0.10
H -4.3626 -7.6418 2.9775  0.11
H 2.5534 0.9280 0.1407  0.11
H 5.1189 -5.2072 1.0435  0.11
H -5.7470 2.6032 3.7848  0.11
H -0.8675 -5.9327 2.9858  0.12
H -4.6033 3.3519 1.7666  0.12
H -5.4660 -0.0651 3.2379  0.11
H -2.4119 -6.7654 4.6555  0.11
H -3.3106 3.4907 2.9658  0.11
H -3.2862 -3.5803 -1.1276  0.11
H -0.0563 2.5404 -3.2782  0.10
H -6.1498 1.0135 2.0026  0.11
H -4.3061 1.7246 4.3196  0.11
H -1.7366 -4.4367 3.3842  0.12
H 4.1182 1.2863 -2.1582  0.09
H 3.7505 8.5125 -0.2210  -0.07
H 0.0451 2.2053 0.5476  0.12
H 4.7734 5.2466 -0.2386  -0.05
H -2.3627 -1.0698 -0.5500  0.12
H 4.7246 -2.8739 0.4657  0.12
H 2.7819 4.9044 -0.1043  -0.07
H -2.2499 -2.7189 -2.2762  0.11
H 0.4951 -2.8288 -1.6569  0.12
H 3.1809 -6.1907 -0.6210  0.12

Cartesian forces (eV/Å) of the 2 atoms listed first:
P 0.6 1.2 0.3
P 0.6 -0.9 0.8

Results
Electronic energy: -63707.85326 eV
Net charge: -1